1.
64
Properties=species:S:1:pos:R:3 method="wB97M-V/def2-TZVPD" orbital_gap_ev=9.737 relative_energy_ev=0.831 total_charge=-1 homo_energy_ev=-7.298 lumo_energy_ev=2.44
F -0.51 -0.54 -1.31
C 1.88 -2.61 -0.17
C 2.64 -1.80 -1.21
O 3.14 -2.84 -2.17
C 2.97 -3.98 -1.48
O 3.44 -5.08 -1.89
O 2.33 -3.85 -0.35
F 3.82 -1.17 -0.74
H 0.81 -2.46 -0.67
H 2.14 -2.12 0.75
H 2.11 -1.10 -1.68
C -2.11 -3.79 -1.64
C -1.78 -3.23 -0.21
O -1.00 -4.27 0.30
C -1.13 -5.40 -0.46
O -0.68 -6.46 -0.20
O -1.86 -5.19 -1.47
F -2.87 -3.10 0.54
H -1.46 -3.24 -2.26
H -3.02 -3.37 -1.81
H -1.34 -2.31 -0.27
C 1.28 1.84 -2.60
C 0.96 2.23 -1.10
O 0.40 3.50 -1.23
C 0.40 3.90 -2.44
O -0.04 5.05 -2.71
O 1.05 3.09 -3.25
F 2.13 2.20 -0.29
H 0.59 1.22 -2.99
H 2.37 1.49 -2.78
H 0.54 1.45 -0.68
C -3.73 -0.22 -3.52
C -2.31 0.50 -3.73
O -2.60 1.61 -4.47
C -3.89 1.68 -4.68
O -4.41 2.56 -5.23
O -4.57 0.70 -3.97
F -1.46 -0.23 -4.53
H -3.81 -0.29 -2.38
H -3.67 -1.12 -4.17
H -1.85 0.69 -2.70
C -0.60 -2.06 3.16
O -0.75 -0.62 3.19
C -0.83 0.02 1.91
C -0.68 1.59 2.09
O 0.26 1.83 2.94
C 0.77 3.22 2.89
C 1.45 3.67 4.17
O 2.66 2.98 4.40
C 3.46 3.39 5.51
H -0.92 -2.40 4.30
H 0.38 -2.39 2.88
H -1.27 -2.48 2.41
H -1.74 -0.25 1.17
H 0.06 -0.47 1.40
H -1.40 1.99 2.52
H -0.64 2.05 1.15
H -0.14 3.89 3.00
H 1.48 3.62 2.09
H 0.84 3.35 4.86
H 1.81 4.79 4.31
H 3.75 4.48 5.42
H 4.27 2.81 5.60
H 2.90 3.04 6.49



2.
60
Properties=species:S:1:pos:R:3 method="wB97M-V/def2-TZVPD" orbital_gap_ev=7.002 relative_energy_ev=0.033 total_charge=-2 homo_energy_ev=-2.289 lumo_energy_ev=4.71
Hf -0.23 0.16 1.64
C 2.79 0.24 -2.32
C 1.37 0.75 -2.57
N 0.36 -0.26 -2.31
C 0.29 -1.31 -3.30
C 0.68 -2.68 -2.77
C -0.92 0.28 -1.88
C -1.79 -0.73 -1.14
N -1.09 -1.33 0.00
C -1.49 -2.58 0.33
C -0.58 -3.53 0.88
F 0.70 -3.17 1.00
C -0.92 -4.80 1.24
F 0.02 -5.62 1.74
C -2.21 -5.29 1.07
C -3.11 -4.42 0.52
F -4.39 -4.83 0.35
C -2.79 -3.13 0.16
F -3.81 -2.37 -0.28
H 3.51 1.05 -2.44
H 3.06 -0.56 -3.02
H 2.86 -0.15 -1.30
H 1.29 1.13 -3.61
H 1.18 1.59 -1.90
H 0.94 -1.05 -4.15
H -0.73 -1.36 -3.71
H 1.70 -2.65 -2.35
H 0.64 -3.44 -3.55
H 0.01 -2.98 -1.96
H -1.50 0.67 -2.73
H -0.71 1.12 -1.22
H -2.07 -1.51 -1.85
H -2.71 -0.22 -0.85
H -2.49 -6.29 1.37
I 2.56 -0.50 2.01
O -2.41 -0.78 2.61
C -1.62 -1.45 3.28
O -0.35 -1.41 3.10
H -1.99 -2.13 4.07
C 1.49 3.99 -1.03
Si 1.50 3.10 0.65
C 3.32 3.02 1.10
C 0.71 4.34 1.81
O 0.74 1.68 0.57
H 1.93 4.98 -0.90
H 0.46 4.12 -1.40
H 2.07 3.46 -1.79
H 3.78 4.01 0.99
H 3.86 2.32 0.45
H 3.46 2.68 2.13
H 1.10 5.35 1.61
H 0.90 4.09 2.86
H -0.38 4.36 1.66
O -3.05 3.39 0.17
C -2.47 2.41 0.57
N -1.91 1.44 0.97
F 0.86 1.91 3.90
C -0.44 1.52 3.48
F -0.98 0.90 4.64
H -0.99 2.46 3.44



3.
50
Properties=species:S:1:pos:R:3 method="wB97M-V/def2-TZVPD" orbital_gap_ev=9.069 relative_energy_ev=0.200 smiles="CCOC(=O)C1(Cc2cccc(F)c2)CCN(C[C@H](O)CO)CC1" total_charge=0 homo_energy_ev=-8.316 lumo_energy_ev=0.75
C 0.22 3.65 0.65
C -1.08 3.04 0.14
O -0.83 1.90 -0.69
C -0.61 0.74 -0.07
O -0.64 0.61 1.13
C -0.36 -0.39 -1.06
C -1.71 -0.71 -1.74
C -2.81 -0.91 -0.73
C -3.06 -2.16 -0.18
C -4.03 -2.34 0.78
C -4.79 -1.26 1.22
C -4.55 -0.02 0.65
F -5.28 1.04 1.05
C -3.58 0.17 -0.31
C 0.20 -1.61 -0.33
C 1.61 -1.34 0.21
N 2.49 -0.95 -0.87
C 3.89 -0.94 -0.52
C 4.36 0.13 0.49
O 4.50 1.41 -0.09
C 5.68 -0.31 1.14
O 5.55 -1.50 1.88
C 2.03 0.28 -1.50
C 0.66 0.05 -2.13
H 0.00 4.55 1.21
H 0.88 3.90 -0.19
H 0.73 2.94 1.30
H -1.71 2.74 0.98
H -1.62 3.74 -0.50
H -1.59 -1.60 -2.35
H -1.97 0.13 -2.39
H -2.48 -3.01 -0.52
H -4.21 -3.31 1.20
H -5.55 -1.37 1.97
H -3.43 1.15 -0.73
H -0.45 -1.87 0.50
H 0.25 -2.45 -1.03
H 2.00 -2.25 0.66
H 1.53 -0.56 0.99
H 4.47 -0.82 -1.45
H 4.13 -1.92 -0.10
H 3.60 0.26 1.27
H 5.13 1.35 -0.82
H 6.05 0.51 1.78
H 6.43 -0.52 0.37
H 4.91 -1.36 2.59
H 2.74 0.56 -2.28
H 1.97 1.11 -0.78
H 0.32 0.96 -2.62
H 0.74 -0.75 -2.87